1.
100
Properties=species:S:1:pos:R:3 method="wB97M-V/def2-TZVPD" charge=+1 lumo_energy_ev=-3.9 energy_ha=-3057.6248
Os -0.65449 -0.10211 -0.00855
C -2.82461 0.18784 7.46973
C -1.58160 0.65576 7.06785
C -1.22205 0.61437 5.72866
C -2.09966 0.10209 4.77517
C -3.34572 -0.36581 5.18873
C -3.70532 -0.32426 6.52727
C -1.71436 0.04754 3.33350
C -1.48013 1.25130 2.67065
C -1.56446 2.54784 3.27311
C -1.15834 3.45198 2.35371
C -0.87621 2.73351 1.15223
N -1.07942 1.38923 1.35647
C -0.54337 3.33928 -0.05516
C -0.57786 2.70446 -1.27439
C -0.41981 3.35247 -2.54749
C -0.61246 2.41644 -3.49536
C -0.87113 1.16673 -2.82409
C -1.07967 -0.05542 -3.45408
C -1.05746 -0.09412 -4.94585
C -0.05584 -0.80668 -5.60222
C -0.00616 -0.83318 -6.98838
C -0.96118 -0.15382 -7.73237
C -1.96439 0.55413 -7.08518
C -2.01023 0.58625 -5.69919
C -1.29490 -1.24892 -2.78356
N -1.22471 -1.44839 -1.41577
C -1.42822 -2.80456 -1.20780
C -1.41744 -3.44875 0.01097
C -1.48996 -4.94230 0.01610
C -2.71515 -5.59905 -0.03179
C -2.76289 -6.98656 -0.02563
C -1.58705 -7.72209 0.02835
C -0.36276 -7.06920 0.07500
C -0.31329 -5.68199 0.06810
C -1.41713 -2.79704 1.23604
C -1.66781 -3.43769 2.49322
C -1.79671 -2.46031 3.41407
C -1.60878 -1.20231 2.74108
N -1.31656 -1.44224 1.41494
C -1.66249 -3.44702 -2.46571
C -1.61004 -2.49757 -3.42104
N -0.81983 1.36109 -1.46971
C -0.19351 4.79193 -0.02003
C -1.12086 5.76217 -0.38394
C -0.77513 7.10644 -0.34498
C 0.49866 7.48641 0.05403
C 1.42574 6.52038 0.42187
C 1.07944 5.17667 0.38977
H -3.10637 0.22320 8.51396
H -0.89091 1.05900 7.79682
H -0.24158 0.96367 5.42522
H -4.04418 -0.74479 4.45214
H -4.67644 -0.69014 6.83352
H -1.92371 2.74512 4.26894
H -1.09191 4.52248 2.45860
H -0.22141 4.40316 -2.68240
H -0.58643 2.55033 -4.56352
H 0.69748 -1.32658 -5.02093
H 0.78199 -1.38247 -7.48704
H -0.92551 -0.17824 -8.81367
H -2.71489 1.08148 -7.65938
H -2.80534 1.12489 -5.19720
H -3.63191 -5.02157 -0.07056
H -3.71922 -7.49201 -0.06483
H -1.62471 -8.80348 0.03564
H 0.55593 -7.63986 0.11387
H 0.64028 -5.16789 0.10218
H -1.77429 -4.50128 2.63244
H -2.02109 -2.57628 4.46079
H -1.87217 -4.49777 -2.58543
H -1.78304 -2.61730 -4.47773
H -2.11551 5.46295 -0.69364
H -1.50343 7.85705 -0.62335
H 0.76920 8.53404 0.07737
H 2.41913 6.81355 0.73629
H 1.79792 4.41834 0.68085
C 5.82666 1.68757 -0.25904
Si 4.92339 0.11286 -0.67704
C 4.35447 0.17686 -2.44612
C 5.99818 -1.36859 -0.35526
C 3.46304 0.02054 0.53670
C 3.71941 0.16368 1.89244
C 2.69423 0.16076 2.84130
C 1.39411 0.05160 2.41943
N 1.11214 -0.08971 1.11122
C 2.10936 -0.13825 0.21699
S 1.33637 -0.43080 -1.27289
H 6.75773 1.74974 -0.82899
H 6.08888 1.75237 0.79939
H 5.22359 2.56323 -0.51124
H 5.22778 0.29785 -3.09292
H 3.68440 1.02168 -2.62048
H 3.83556 -0.73217 -2.75953
H 6.87986 -1.35093 -1.00111
H 5.46306 -2.30204 -0.54367
H 6.34870 -1.38569 0.67980
H 4.74357 0.27445 2.23491
H 2.90464 0.25385 3.89719
H 0.57026 0.05665 3.11169



2.
105
Properties=species:S:1:pos:R:3 method="wB97M-V/def2-TZVPD" charge=+1 lumo_energy_ev=-3.1 de_lowest_kcal_mol=0.0 energy_ha=-3852.8035
Pt 2.62258 0.64708 0.16499
O 8.36792 -1.58920 -2.73724
C 8.21151 -1.55063 -1.50976
O 8.92246 -1.85116 -0.54348
C 6.80776 -1.00363 -1.09148
C 5.89399 -0.62209 -2.06736
C 4.65916 -0.14995 -1.67424
N 4.35401 -0.07328 -0.37350
C 5.21444 -0.42757 0.59112
C 6.46614 -0.90177 0.25171
C 4.65171 -0.26932 1.94903
C 5.30530 -0.65539 3.10364
C 4.66314 -0.51393 4.32279
C 3.37353 -0.00907 4.35636
C 2.77296 0.36029 3.16799
N 3.40315 0.25614 2.00160
C 3.54942 0.29313 -2.54189
C 3.62086 0.27944 -3.92483
C 2.52473 0.67664 -4.67045
C 1.36909 1.05826 -4.00830
C 1.35931 1.04858 -2.62777
N 2.42313 0.70092 -1.90059
H 6.21581 -0.72011 -3.09687
H 7.21402 -1.20973 0.97176
H 6.30141 -1.06948 3.04269
H 5.16243 -0.81030 5.23516
H 2.83143 0.09782 5.28437
H 1.76585 0.74075 3.10552
H 4.53304 -0.04427 -4.40498
H 2.57482 0.68027 -5.75074
H 0.48135 1.36678 -4.54255
H 0.47400 1.31260 -2.07269
N 1.00654 -1.56597 1.19507
S -0.31525 -2.04119 0.87665
N -1.70196 -1.03233 1.02414
S -2.21550 0.03679 0.07744
N -1.33022 1.20154 -0.47458
S -0.28867 2.07267 0.43882
N 0.93743 1.50333 0.99403
C -1.25509 2.78473 1.75219
C -0.94378 2.42396 3.05158
C -1.68902 2.95530 4.09402
C -2.72638 3.83553 3.82807
C -3.03206 4.18615 2.51867
C -2.29578 3.66077 1.46987
C -0.05156 3.41145 -0.72029
C -0.93199 3.70956 -1.75492
C -0.62583 4.75395 -2.61225
C 0.54555 5.48243 -2.43492
C 1.41541 5.17280 -1.40149
C 1.11843 4.13113 -0.53246
C -2.93124 -0.60103 -1.42171
C -2.34805 -0.36579 -2.65529
C -2.92667 -0.92809 -3.78368
C -4.07232 -1.70180 -3.66858
C -4.64110 -1.93519 -2.42285
C -4.06544 -1.39031 -1.28812
C -3.63289 0.70609 0.91910
C -3.82135 0.45746 2.26753
C -4.92353 1.02279 2.89525
C -5.81374 1.80555 2.17562
C -5.60778 2.04270 0.82179
C -4.50613 1.49836 0.18499
C -0.96368 -3.34922 1.91686
C 0.00912 -4.16452 2.47320
C -0.37507 -5.22274 3.28350
C -1.71974 -5.45375 3.53283
C -2.68722 -4.62440 2.97888
C -2.31328 -3.56490 2.16605
C -0.49144 -2.66527 -0.79815
C 0.53869 -2.30085 -1.65076
C 0.51941 -2.74304 -2.96605
C -0.51284 -3.55887 -3.40597
C -1.53095 -3.93040 -2.53695
C -1.52856 -3.48273 -1.22409
H -0.12616 1.74151 3.22648
H -1.45337 2.68557 5.11485
H -3.29758 4.25672 4.64498
H -3.83926 4.87624 2.31258
H -2.52664 3.93798 0.45001
H -1.82886 3.12136 -1.89474
H -1.30028 4.99961 -3.42191
H 0.77894 6.29535 -3.10972
H 2.32886 5.73679 -1.27074
H 1.79149 3.86038 0.27079
H -1.45822 0.24302 -2.72771
H -2.47839 -0.76184 -4.75405
H -4.52360 -2.12950 -4.55404
H -5.53350 -2.54004 -2.33658
H -4.50025 -1.56820 -0.31180
H -3.12401 -0.16888 2.80706
H -5.08547 0.84086 3.94918
H -6.67586 2.23381 2.66974
H -6.30702 2.64906 0.26194
H -4.33970 1.67436 -0.87079
H 1.05197 -3.95106 2.27675
H 0.37796 -5.86372 3.72159
H -2.01655 -6.27985 4.16527
H -3.73505 -4.80157 3.18203
H -3.05842 -2.90353 1.74549
H 1.35003 -1.70226 -1.25336
H 1.32642 -2.47305 -3.63598
H -0.51686 -3.92495 -4.42451
H -2.32777 -4.57895 -2.87724
H -2.31783 -3.78566 -0.54860